[1]
C5H8N2S as an isolated structure in a non-equilibrium geometry, computed with the ωB97M-V functional and the def2-TZVPD basis.

Atoms and positions in Å:
C  -0.94  0.54  0.05
C  0.27  0.57  0.99
C  0.08  0.32  -0.98
C  0.60  -1.15  -0.70
C  0.78  -0.91  0.89
H  -3.27  0.40  0.36
H  -1.48  1.39  -0.47
H  0.24  1.10  1.88
H  0.67  2.20  -0.21
H  -0.12  0.61  -2.03
H  -0.01  -2.04  -1.03
H  2.39  -0.56  -0.23
H  0.31  -1.67  1.67
N  1.00  1.20  -0.15
N  1.84  -1.32  -0.06
S  -2.35  -0.68  0.02

E_HOMO = -9.27 eV
Charge = 0
Gap between HOMO and LUMO = 9.91 eV
E_LUMO = 0.02342 Ha
ΔE to the lowest compared entry with this formula, charge and spin = 104.8 kcal/mol

---

[2]
One molecule with the formula C5H8N2S in a non-equilibrium geometry, computed with the ωB97M-V functional and the def2-TZVPD basis.

Atoms and positions in Å:
C  -1.49  0.32  -0.08
C  -0.72  -0.97  -0.16
C  0.77  -0.50  -0.43
C  2.24  -0.57  0.15
C  1.33  0.44  0.50
H  -3.18  -0.40  0.00
H  -0.97  -1.59  0.78
H  -1.22  -1.52  -1.09
H  0.72  -0.29  -1.38
H  2.73  -1.31  0.72
H  2.80  -0.46  -0.87
H  1.05  0.41  1.48
H  -1.38  2.37  0.36
N  -2.84  0.56  0.01
N  -0.73  1.50  0.29
S  0.88  2.02  -0.28

SMILES = [H]/N=C1\C[C@@H]2C[C@H]2SN1
E_HOMO = -8.26 eV
Charge = 0
Gap between HOMO and LUMO = 8.87 eV
E_LUMO = 0.02249 Ha
ΔE to the lowest compared entry with this formula, charge and spin = 110.5 kcal/mol

---

[3]
One molecule with the formula C5H8N2S in a non-equilibrium geometry, computed with the ωB97M-V functional and the def2-TZVPD basis.

Atoms and positions in Å:
C  1.86  1.35  -1.41
C  -0.27  0.37  -1.21
C  -1.57  -1.05  0.63
C  -1.02  -0.98  1.89
C  0.23  -0.46  2.15
H  2.39  2.22  -0.82
H  2.73  0.64  -2.06
H  1.26  1.72  -2.38
H  -0.86  1.01  -2.20
H  -1.97  -0.95  -1.32
H  -2.48  -1.72  0.38
H  -1.75  -1.24  2.73
H  0.84  -0.15  1.31
N  1.00  0.42  -0.68
N  -1.23  -0.57  -0.66
S  0.83  -0.62  3.64

SMILES = C/N=C/N/C=C\C=S
E_HOMO = -7.93 eV
Charge = 0
Gap between HOMO and LUMO = 7.57 eV
E_LUMO = -0.01330 Ha
ΔE to the lowest compared entry with this formula, charge and spin = 107.8 kcal/mol

---

[4]
A 2-piece molecular cluster, C5H8N3 overall in a non-equilibrium geometry, computed with the ωB97M-V functional and the def2-TZVPD basis.

Atoms and positions in Å:
C  1.05  -2.36  -0.20
C  0.14  -1.77  0.69
C  1.44  -1.65  -1.34
C  -0.07  -0.39  0.43
C  -0.02  1.51  -0.99
N  1.11  -0.41  -1.52
N  0.39  0.16  -0.65
N  -1.39  1.51  1.44
H  1.23  -3.53  -0.29
H  -0.38  -2.42  1.45
H  1.85  -2.16  -2.15
H  0.14  2.21  -0.15
H  0.54  1.91  -1.88
H  -1.12  1.64  -1.20
H  -1.30  0.98  2.30
H  -2.30  1.35  1.09

E_HOMO (spin up / spin down) = -15.44 / -15.24 eV
Charge = +1
Gap between HOMO and LUMO (spin up / spin down) = 9.24 / 10.12 eV
E_LUMO (spin up / spin down) = -0.22796 / -0.18832 Ha
ΔE to the lowest compared entry with this formula, charge and spin = 142.6 kcal/mol

---

[5]
An isolated ion of composition C5H8N3 and charge +1 in a non-equilibrium geometry, computed with the ωB97M-V functional and the def2-TZVPD basis.

Atoms and positions in Å:
C  2.06  -0.79  0.01
C  0.86  -1.45  -0.03
C  2.06  0.62  0.04
C  -0.31  -0.67  -0.02
C  -1.35  1.54  -0.06
N  0.95  1.30  0.01
N  -0.19  0.67  -0.01
N  -1.69  -1.15  -0.05
H  3.00  -1.32  0.02
H  0.80  -2.53  -0.07
H  2.96  1.21  0.08
H  -1.97  1.42  0.83
H  -0.99  2.56  -0.11
H  -1.95  1.32  -0.95
H  -1.81  -2.15  0.01
H  -2.43  -0.57  0.30

SMILES = Cn1ncccc1=[NH2+]
E_HOMO = -14.40 eV
Charge = +1
Gap between HOMO and LUMO = 9.64 eV
E_LUMO = -0.17498 Ha
ΔE to the lowest compared entry with this formula, charge and spin = 16.0 kcal/mol

---

[6]
An isolated ion of composition C5H8N3 and charge +1 in a non-equilibrium geometry, computed with the ωB97M-V functional and the def2-TZVPD basis.

Atoms and positions in Å:
C  2.66  1.14  -0.28
C  1.36  1.48  -0.12
C  0.13  -0.66  -0.03
C  -1.11  -1.54  0.19
C  -1.15  1.33  -0.19
N  2.46  -0.95  -0.09
N  0.15  0.67  -0.07
N  1.35  -1.31  0.14
H  1.32  2.49  0.01
H  -1.74  -1.38  -0.68
H  -1.47  -1.25  1.09
H  -0.68  -2.47  0.09
H  -1.03  2.29  0.28
H  -1.48  1.67  -1.15
H  -1.89  0.72  0.32
H  1.13  -2.22  0.48

E_HOMO = -14.23 eV
Charge = +1
Gap between HOMO and LUMO = 8.09 eV
E_LUMO = -0.22582 Ha
ΔE to the lowest compared entry with this formula, charge and spin = 180.3 kcal/mol

---

[7]
An isolated ion of composition C5H8N3O and charge +1 in a non-equilibrium geometry, computed with the ωB97M-V functional and the def2-TZVPD basis.

Atoms and positions in Å:
C  0.01  0.20  -1.68
C  1.06  2.26  -1.25
C  -0.43  -1.05  1.46
C  -1.74  -1.98  1.55
C  1.30  0.75  -1.10
N  -0.65  -0.40  -0.79
N  1.13  0.37  0.33
N  0.00  -0.36  0.41
O  0.76  2.90  -0.25
H  -0.04  0.17  -2.75
H  1.17  2.72  -2.18
H  0.14  -0.83  2.34
H  -1.47  -2.62  2.36
H  -1.92  -2.46  0.58
H  -2.57  -1.28  1.67
H  2.05  0.30  -1.60
H  1.21  1.31  0.92

SMILES = C/C=[N+]1\N=C[C@@H](C=O)N1
E_HOMO = -14.46 eV
Charge = +1
Gap between HOMO and LUMO = 9.26 eV
E_LUMO = -0.19082 Ha
ΔE to the lowest compared entry with this formula, charge and spin = 94.7 kcal/mol

---

[8]
C5H8N3SeTl as an isolated structure, computed with the ωB97M-V functional and the def2-TZVPD basis.

Atoms and positions in Å:
Tl  -0.64  0.50  -0.28
N  -0.55  -1.22  2.60
N  0.25  -0.06  2.77
H  -0.66  -1.75  3.46
H  -0.09  -1.83  1.93
H  1.03  -0.21  3.40
H  -0.33  0.68  3.16
Se  0.14  0.05  -2.83
C  0.07  0.00  -4.74
C  -1.15  -0.07  -5.40
C  -1.14  -0.09  -6.79
N  -0.03  -0.05  -7.53
C  1.12  0.01  -6.88
C  1.23  0.04  -5.49
H  -2.07  -0.10  -4.85
H  -2.08  -0.14  -7.34
H  2.01  0.05  -7.49
H  2.20  0.10  -5.01

E_HOMO = -7.53 eV
Charge = 0
Gap between HOMO and LUMO = 7.12 eV
E_LUMO = -0.01505 Ha
ΔE to the lowest compared entry with this formula, charge and spin = 0.0 kcal/mol

---

[9]
A 2-piece molecular cluster, C5H8N4 overall in a non-equilibrium geometry, computed with the ωB97M-V functional and the def2-TZVPD basis.

Atoms and positions in Å:
C  -1.58  -0.08  0.23
C  2.43  1.23  -0.13
C  1.03  0.97  -0.55
C  -1.07  -0.45  1.37
C  0.74  -0.37  -1.15
N  -2.11  0.15  -0.86
N  1.64  1.06  0.82
N  -1.37  -1.56  2.21
N  0.46  -0.56  -2.36
H  3.37  1.57  -0.44
H  0.44  1.71  -0.93
H  -0.23  0.28  1.55
H  0.97  -1.17  -0.50
H  -1.02  -1.33  3.09
H  -2.34  -1.70  2.29
H  -1.53  -0.13  -1.72
H  0.20  0.36  -2.92

SMILES = [H]/N=C\[C@@H]1C=N1.N=C=CN
E_HOMO = -7.78 eV
Charge = 0
Gap between HOMO and LUMO = 8.38 eV
E_LUMO = 0.02181 Ha
ΔE to the lowest compared entry with this formula, charge and spin = 108.8 kcal/mol

---

[10]
One molecule with the formula C5H8N4 in a non-equilibrium geometry, computed with the ωB97M-V functional and the def2-TZVPD basis.

Atoms and positions in Å:
C  -0.20  -0.21  0.00
C  -1.59  -0.06  0.03
C  -3.69  0.40  -0.04
C  0.58  1.04  -0.02
C  1.39  -1.91  -0.03
N  -3.51  -0.90  0.06
N  0.02  -1.49  -0.06
N  -2.22  -1.22  0.06
N  -2.44  1.02  -0.04
H  -4.64  0.93  0.17
H  -0.23  1.92  -0.32
H  1.02  1.30  1.01
H  1.42  0.97  -0.81
H  1.43  -2.76  0.55
H  1.77  -2.01  -1.11
H  2.14  -1.16  0.28
H  -2.18  1.94  -0.27

SMILES = C/N=C(\C)c1nnc[nH]1
E_HOMO = -8.69 eV
Charge = 0
Gap between HOMO and LUMO = 9.17 eV
E_LUMO = 0.01780 Ha
ΔE to the lowest compared entry with this formula, charge and spin = 57.9 kcal/mol

---

[11]
One molecule with the formula C5H8N4 in a non-equilibrium geometry, computed with the ωB97M-V functional and the def2-TZVPD basis.

Atoms and positions in Å:
C  -0.38  -0.29  -1.38
C  0.12  -0.24  0.04
C  1.36  0.52  0.47
C  0.90  1.07  1.72
C  -0.41  -1.26  0.98
H  -1.78  0.76  -2.45
H  -1.84  0.89  -0.72
H  -0.22  -1.16  -3.10
H  2.33  -0.07  0.61
H  1.71  1.29  -0.32
H  1.44  1.72  2.43
H  -1.10  -1.99  0.52
H  0.20  -1.54  1.85
N  -1.37  0.58  -1.57
N  0.23  -1.10  -2.17
N  -0.30  0.74  2.05
N  -0.89  0.04  1.04

SMILES = [H]/N=C(\N)[C@@]12CC=NN1C2
E_HOMO = -9.09 eV
Charge = 0
Gap between HOMO and LUMO = 10.05 eV
E_LUMO = 0.03532 Ha
ΔE to the lowest compared entry with this formula, charge and spin = 44.0 kcal/mol

---

[12]
One molecule with the formula C5H8N4 in a non-equilibrium geometry, computed with the ωB97M-V functional and the def2-TZVPD basis.

Atoms and positions in Å:
C  -2.19  1.60  0.41
C  -0.94  1.16  -0.05
C  -0.48  0.34  1.04
C  1.19  -0.22  0.38
C  1.10  -1.68  -0.25
N  -1.41  0.08  1.96
N  -2.47  0.86  1.56
N  0.03  1.42  -1.01
N  1.27  0.76  -0.61
H  -2.93  2.30  0.13
H  1.87  -0.16  1.31
H  2.18  -2.09  -0.02
H  0.60  -1.73  -1.27
H  0.58  -2.46  0.43
H  -3.33  0.91  2.07
H  -0.01  1.34  -2.00
H  2.09  1.33  -0.50

E_HOMO (spin up / spin down) = -3.95 / -8.42 eV
Spin multiplicity = 3
Charge = 0
Gap between HOMO and LUMO (spin up / spin down) = 4.95 / 6.96 eV
E_LUMO (spin up / spin down) = 0.03651 / -0.05339 Ha
ΔE to the lowest compared entry with this formula, charge and spin = 62.6 kcal/mol